# 1
Density functional theory data (the ωB97M-V functional and the def2-TZVPD basis) for a cluster of 10 separate species, C21H35B3FN9O4 in total in a non-equilibrium geometry.

Cartesian coordinates (Å):
C 1.59 -2.62 1.14
C 1.98 -1.21 0.72
C 0.81 -0.25 0.63
O 0.01 -0.28 1.83
B -1.26 -0.67 1.78
O -2.21 -0.09 0.91
B -3.02 -1.00 0.27
O -3.49 -2.07 1.02
B -2.51 -2.58 1.84
F -2.24 -3.88 1.83
O -1.75 -1.72 2.59
H 0.86 -2.61 1.94
H 1.20 -3.19 0.29
H 2.47 -3.16 1.50
H 2.77 -0.81 1.36
H 2.38 -1.24 -0.30
H 1.17 0.77 0.50
H 0.20 -0.50 -0.24
H -3.24 -0.92 -0.90
C -1.11 2.62 -0.98
C -0.05 2.10 -1.84
N 0.76 1.72 -2.55
H -2.05 2.14 -1.23
H -0.87 2.46 0.07
H -1.21 3.69 -1.17
C 0.01 6.86 -2.67
C -1.13 6.32 -1.94
N -2.02 5.88 -1.36
H -0.22 7.86 -3.03
H 0.88 6.91 -2.01
H 0.25 6.22 -3.52
C -2.64 -0.72 5.53
C -3.18 -1.38 6.71
N -3.59 -1.90 7.64
H -3.24 0.16 5.29
H -1.62 -0.40 5.71
H -2.64 -1.40 4.68
C 3.84 1.45 -4.34
C 4.21 2.16 -5.56
N 4.48 2.71 -6.53
H 2.95 1.90 -3.89
H 3.60 0.41 -4.58
H 4.66 1.47 -3.63
C -4.71 1.05 2.94
C -4.84 2.14 3.90
N -4.93 3.00 4.66
H -3.77 0.52 3.11
H -5.54 0.35 3.05
H -4.70 1.44 1.93
C 1.19 -2.56 6.30
C 1.68 -1.90 5.09
N 2.07 -1.39 4.14
H 0.31 -2.05 6.68
H 0.93 -3.60 6.08
H 1.97 -2.55 7.07
C -1.92 2.69 -5.38
C -2.76 2.23 -4.28
N -3.41 1.86 -3.41
H -2.02 2.01 -6.23
H -2.23 3.69 -5.69
H -0.88 2.71 -5.07
C 2.88 -0.64 -8.30
C 2.16 -1.24 -7.18
N 1.60 -1.70 -6.29
H 2.69 -1.21 -9.21
H 2.56 0.38 -8.44
H 3.95 -0.65 -8.10
C 3.46 -6.39 3.34
C 4.04 -5.14 2.89
N 4.50 -4.15 2.52
H 3.28 -6.36 4.41
H 2.52 -6.57 2.83
H 4.14 -7.22 3.12

The SMILES is CCCOB1OBOB(F)O1.CC#N.CC#N.CC#N.CC#N.CC#N.CC#N.CC#N.CC#N.CC#N. The total energy comes out at -48699.0517 eV. Its HOMO energy is -11.0 eV. The calculation puts the HOMO-LUMO gap at 11.2129 eV. The value obtained for the LUMO energy is 0.210 eV. The energy above the lowest of the compared OMol25 structures with the same formula, charge and spin is 0.00 kJ/mol.

These are the Mulliken partial charges, in e, on atoms 1 to 6:
1 C -0.614
2 C -0.699
3 C -0.375
4 O -0.644
5 B 0.420
6 O 0.039

# 2
Density functional theory data (the ωB97M-V functional and the def2-TZVPD basis) for a structure of composition C21H35Cl5O5P2SW.

Cartesian coordinates (Å):
W -0.42 0.02 -0.08
Cl 0.90 1.13 2.96
C 0.96 2.24 1.63
C 0.57 1.80 0.37
C 0.46 2.74 -0.62
Cl -0.27 2.09 -2.07
C 0.79 4.08 -0.48
Cl 0.61 5.15 -1.79
C 1.24 4.49 0.78
Cl 1.70 6.11 1.02
C 1.31 3.58 1.85
Cl 1.79 4.10 3.40
C -2.85 2.38 2.03
C -3.68 1.31 2.72
C -3.04 0.82 4.00
C -5.12 1.75 2.91
O -3.79 0.10 1.82
P -2.84 -0.57 0.85
O -2.42 0.28 -0.39
O -1.40 -0.85 1.42
O -3.51 -1.85 0.34
C -3.81 -3.15 1.06
C -2.58 -4.01 0.88
C -5.01 -3.70 0.32
C -4.11 -2.88 2.51
H -2.85 3.26 2.67
H -3.27 2.65 1.06
H -1.81 2.07 1.90
H -2.94 1.66 4.69
H -2.05 0.41 3.82
H -3.66 0.06 4.48
H -5.15 2.59 3.60
H -5.71 0.94 3.33
H -5.56 2.06 1.97
H -2.40 -4.22 -0.18
H -2.73 -4.97 1.39
H -1.70 -3.54 1.31
H -4.80 -3.79 -0.75
H -5.88 -3.06 0.45
H -5.25 -4.69 0.71
H -3.25 -2.47 3.04
H -4.37 -3.82 2.99
H -4.96 -2.20 2.62
O 1.28 -1.14 0.48
S 2.65 -1.00 1.20
C 3.61 0.24 0.29
C 4.90 -0.45 -0.15
C 4.50 -1.86 -0.56
C 3.62 -2.38 0.57
H 3.74 1.12 0.92
H 2.97 0.50 -0.56
H 5.61 -0.48 0.68
H 5.36 0.11 -0.96
H 5.37 -2.51 -0.69
H 3.96 -1.85 -1.51
H 4.20 -2.73 1.42
H 2.90 -3.16 0.31
C 0.63 -0.62 -3.62
P -0.17 -1.32 -2.16
C 0.69 -2.88 -1.86
C -1.82 -1.80 -2.72
H 0.71 -1.44 -4.35
H 1.62 -0.24 -3.40
H 0.02 0.17 -4.05
H 0.49 -3.55 -2.70
H 0.35 -3.34 -0.94
H 1.77 -2.71 -1.80
H -1.72 -2.46 -3.58
H -2.39 -0.91 -3.00
H -2.36 -2.31 -1.92

As for the spin multiplicity: 3. Its total charge is +2. The total energy comes out at -126423.5339 eV. Its HOMO energy (alpha / beta) is -13.7 / -14.4 eV. The calculation puts the HOMO-LUMO gap (alpha / beta) at 7.3236 / 7.8052 eV. The value obtained for the LUMO energy (alpha / beta) is -6.406 / -6.642 eV. The energy above the lowest of the compared OMol25 structures with the same formula, charge and spin is 0.00 kJ/mol.

These are the natural (NBO) partial charges, in e, on atoms 1 to 6:
1 W 1.581
2 Cl 0.066
3 C 0.037
4 C -0.538
5 C 0.057
6 Cl 0.124

# 3
Density functional theory data (the ωB97M-V functional and the def2-TZVPD basis) for a structure of composition C21H35CsN5O2S2Si in a non-equilibrium geometry.

Cartesian coordinates (Å):
Cs 0.28 1.17 0.94
C 2.77 -2.76 6.19
C 1.48 -2.52 5.41
N 1.14 -1.12 5.27
C 1.65 -0.34 4.22
S 1.32 1.37 4.35
N 2.38 -0.98 3.36
N 2.60 -0.48 2.10
C 3.69 -0.90 1.48
C 4.73 -1.76 2.15
C 3.86 -0.53 0.11
C 5.02 -0.88 -0.64
C 5.16 -0.48 -1.94
C 4.12 0.28 -2.55
C 3.01 0.57 -1.76
N 2.85 0.20 -0.50
H 3.04 -3.82 6.19
H 2.66 -2.43 7.23
H 3.57 -2.19 5.73
H 0.64 -3.03 5.90
H 1.59 -2.91 4.40
H 0.97 -0.59 6.11
H 4.34 -2.07 3.12
H 5.66 -1.21 2.31
H 4.95 -2.65 1.56
H 5.81 -1.46 -0.17
H 6.05 -0.75 -2.50
H 4.18 0.63 -3.58
H 2.18 1.14 -2.19
C 0.80 5.20 0.96
S 0.22 4.15 -0.41
C -0.66 5.52 -1.19
O -0.84 3.34 0.24
H 1.49 5.95 0.58
H 1.31 4.54 1.66
H -0.06 5.65 1.46
H 0.04 6.07 -1.84
H -1.08 6.17 -0.43
H -1.45 5.08 -1.80
O 0.09 3.09 -2.60
N -0.87 3.03 -3.43
C -0.93 3.86 -4.49
C -1.93 3.73 -5.44
C -2.90 2.75 -5.30
C -2.84 1.94 -4.19
C -1.84 2.09 -3.26
H -0.13 4.58 -4.54
H -1.92 4.40 -6.29
H -3.67 2.63 -6.05
H -3.58 1.16 -4.02
H -1.73 1.49 -2.37
C -4.72 -3.28 -2.36
Si -4.11 -3.29 -0.55
C -3.86 -5.18 -0.25
C -5.61 -2.95 0.57
C -2.82 -2.09 -0.31
H -5.55 -3.97 -2.53
H -3.90 -3.57 -3.02
H -5.04 -2.27 -2.64
H -4.77 -5.77 -0.41
H -3.51 -5.36 0.77
H -3.09 -5.58 -0.93
H -6.37 -3.74 0.53
H -6.08 -1.99 0.31
H -5.27 -2.87 1.61
H -2.01 -2.07 -1.03
H -2.47 -1.91 0.71

As for the spin multiplicity: 2. Its total charge is -2. The total energy comes out at -63981.8230 eV. Its HOMO energy (alpha / beta) is 1.3 / -0.4 eV. The calculation puts the HOMO-LUMO gap (alpha / beta) at 1.9500 / 3.5655 eV. The value obtained for the LUMO energy (alpha / beta) is 3.238 / 3.207 eV. The energy above the lowest of the compared OMol25 structures with the same formula, charge and spin is 190.25 kJ/mol.

These are the Mulliken partial charges, in e, on atoms 1 to 6:
1 Cs 0.986
2 C -1.100
3 C -0.428
4 N -0.247
5 C 0.012
6 S -0.617

# 4
Density functional theory data (the ωB97M-V functional and the def2-TZVPD basis) for the molecule C21H35N5O4.

Cartesian coordinates (Å):
C -9.55 -2.17 0.08
C -8.33 -2.19 -0.83
O -7.17 -1.70 -0.16
C -7.05 -0.36 -0.09
O -7.81 0.41 -0.63
N -5.99 0.02 0.66
C -4.99 -0.88 1.17
C -3.69 -0.72 0.38
C -3.23 0.74 0.44
N -2.00 0.91 -0.32
C -1.04 1.75 0.10
C 0.14 2.26 -0.45
N 0.75 2.15 -1.64
C 2.08 2.67 -1.86
C 3.17 1.61 -1.71
C 3.22 1.04 -0.28
N 4.33 0.17 0.02
C 4.40 -1.04 -0.76
C 5.41 -1.99 -0.12
N 6.71 -1.35 -0.11
C 7.82 -2.23 0.20
C 7.83 -2.84 1.60
C 6.64 -0.14 0.68
C 5.63 0.81 0.04
C 0.44 3.03 0.76
O 1.32 3.80 1.09
C -0.82 2.46 1.37
O -1.41 2.51 2.42
C -4.34 1.66 -0.08
C -5.62 1.42 0.72
H -10.40 -2.61 -0.45
H -9.36 -2.74 0.98
H -9.79 -1.15 0.35
H -8.51 -1.57 -1.72
H -8.07 -3.21 -1.13
H -5.36 -1.90 1.11
H -4.80 -0.63 2.22
H -2.92 -1.37 0.79
H -3.87 -1.00 -0.66
H -3.00 1.01 1.47
H -2.04 0.67 -1.30
H 0.45 1.43 -2.28
H 2.12 3.10 -2.86
H 2.24 3.47 -1.13
H 4.13 2.07 -1.95
H 2.99 0.80 -2.43
H 2.31 0.48 -0.08
H 3.26 1.88 0.43
H 3.41 -1.51 -0.77
H 4.71 -0.85 -1.80
H 5.47 -2.91 -0.71
H 5.06 -2.24 0.89
H 8.73 -1.64 0.05
H 7.81 -3.03 -0.54
H 8.71 -3.47 1.71
H 7.87 -2.06 2.37
H 6.95 -3.45 1.77
H 7.63 0.33 0.69
H 6.33 -0.33 1.72
H 5.56 1.73 0.63
H 5.99 1.07 -0.97
H -4.03 2.70 0.01
H -4.53 1.44 -1.14
H -6.45 2.00 0.31
H -5.46 1.70 1.76

The SMILES is CCOC(=O)N1CCC(Nc2c(NCCCN3CCN(CC)CC3)c(=O)c2=O)CC1. The total energy comes out at -37985.4092 eV. Its HOMO energy is -8.0 eV. The calculation puts the HOMO-LUMO gap at 8.3143 eV. The value obtained for the LUMO energy is 0.308 eV.

These are the natural (NBO) partial charges, in e, on atoms 1 to 6:
1 C -0.636
2 C -0.067
3 O -0.531
4 C 0.895
5 O -0.664
6 N -0.452